[1]
169
Properties=species:S:1:pos:R:3:lowdin_charge:R:1 method="wB97M-V/def2-TZVPD" e_above_lowest_ev=2.0263 max_force_ev_per_a=3.082 lumo_energy_ev=0.181 homo_lumo_gap_ev=8.3
C -1.706 -3.111 1.338 -0.06
C -2.764 -1.976 1.224 -0.23
O -2.500 -1.023 0.181 -0.02
B -1.392 -0.220 0.425 -0.71
O -0.082 -0.705 0.298 0.08
P -1.514 1.663 0.911 1.09
C -1.695 1.789 2.792 -0.34
C -0.346 2.065 3.503 -0.26
C 0.241 3.477 3.200 -0.19
C 1.009 3.546 1.832 -0.25
C 2.438 4.135 1.916 -0.18
C 3.042 4.350 0.469 -0.17
C 2.282 3.572 -0.639 -0.18
C 3.032 3.526 -1.999 -0.15
O 3.825 2.330 -2.140 0.01
C 3.080 1.254 -2.427 -0.58
C 3.754 -0.124 -2.289 0.02
O 1.932 1.266 -2.767 0.10
C -3.041 2.422 0.150 -0.30
C -2.516 2.893 -1.268 -0.36
C -1.731 4.330 -1.233 -0.03
O -3.175 4.003 -1.801 -0.15
H -2.136 -4.083 1.608 0.08
H -0.972 -2.811 2.112 0.07
H -1.119 -3.153 0.407 0.08
H -3.724 -2.453 0.957 0.12
H -2.922 -1.476 2.196 0.12
H 0.307 -0.620 1.187 0.10
H -2.224 0.916 3.215 0.07
H -2.343 2.667 2.976 0.08
H 0.412 1.278 3.332 0.08
H -0.540 2.026 4.594 0.11
H -0.600 4.196 3.151 0.11
H 0.897 3.821 4.018 0.10
H 1.081 2.510 1.470 0.06
H 0.375 4.133 1.147 0.09
H 3.064 3.396 2.446 0.09
H 2.439 5.071 2.497 0.11
H 4.091 4.013 0.462 0.11
H 2.930 5.423 0.235 0.11
H 1.322 4.084 -0.824 0.11
H 2.050 2.526 -0.379 0.11
H 3.748 4.365 -2.002 0.13
H 2.337 3.680 -2.836 0.13
H 3.860 -0.331 -1.208 0.08
H 3.080 -0.891 -2.692 0.09
H 4.729 -0.151 -2.800 0.09
H -3.866 1.721 -0.055 0.08
H -3.353 3.373 0.604 0.09
H -2.117 2.116 -1.944 0.13
H -1.664 4.183 -0.096 0.03
H -2.110 5.359 -1.099 0.12
C 3.721 -0.481 4.997 -0.08
C 3.445 0.709 4.103 -0.30
O 3.730 1.926 4.789 -0.09
H 3.120 -0.421 5.903 0.05
H 3.494 -1.417 4.481 0.08
H 4.767 -0.497 5.308 0.07
H 2.395 0.735 3.812 0.09
H 4.055 0.661 3.194 0.10
H 4.660 1.908 5.040 0.09
C 2.268 -0.434 -6.616 -0.09
C 3.705 -0.068 -6.300 -0.31
O 3.755 1.120 -5.514 -0.08
H 1.776 0.380 -7.153 0.08
H 2.216 -1.338 -7.223 0.06
H 1.701 -0.598 -5.696 0.08
H 4.267 0.117 -7.215 0.11
H 4.197 -0.879 -5.750 0.11
H 3.264 0.949 -4.704 0.03
C 5.084 -4.550 7.506 -0.09
C 4.817 -3.341 6.628 -0.33
O 5.118 -2.134 7.325 -0.10
H 4.485 -4.499 8.417 0.08
H 4.847 -5.476 6.979 0.07
H 6.133 -4.580 7.812 0.07
H 3.766 -3.302 6.342 0.10
H 5.422 -3.384 5.716 0.11
H 6.049 -2.162 7.570 0.08
C -1.951 -1.898 -7.618 -0.09
C -0.615 -2.359 -8.169 -0.32
O 0.177 -2.922 -7.125 -0.10
H -1.800 -1.162 -6.830 0.06
H -2.571 -1.456 -8.401 0.08
H -2.494 -2.735 -7.173 0.07
H -0.064 -1.517 -8.589 0.10
H -0.750 -3.109 -8.956 0.11
H -0.310 -3.670 -6.764 0.08
C 3.032 5.350 7.481 -0.09
C 3.858 4.149 7.904 -0.32
O 3.133 2.942 7.703 -0.10
H 2.100 5.390 8.048 0.08
H 3.582 6.280 7.641 0.07
H 2.764 5.280 6.424 0.07
H 4.107 4.211 8.963 0.11
H 4.791 4.101 7.331 0.11
H 2.922 2.881 6.761 0.05
C 0.208 -0.839 8.894 -0.09
C 1.207 -0.804 7.753 -0.33
O 1.085 0.409 7.013 -0.10
H -0.811 -0.751 8.511 0.07
H 0.292 -1.768 9.461 0.07
H 0.369 0.001 9.573 0.07
H 1.031 -1.633 7.067 0.11
H 2.232 -0.882 8.133 0.11
H 1.255 1.139 7.622 0.07
C -4.132 1.509 -4.038 -0.09
C -4.294 0.323 -4.965 -0.30
O -3.108 -0.475 -4.962 -0.09
H -3.280 2.120 -4.344 0.08
H -5.028 2.132 -4.033 0.08
H -3.933 1.168 -3.018 0.06
H -4.469 0.656 -5.989 0.12
H -5.135 -0.295 -4.656 0.08
H -2.966 -0.773 -4.057 0.08
C -7.781 -1.509 -1.431 -0.08
C -6.513 -1.015 -2.099 -0.31
O -6.816 -0.143 -3.185 -0.10
H -8.408 -2.036 -2.152 0.06
H -7.550 -2.184 -0.605 0.08
H -8.370 -0.673 -1.044 0.07
H -5.943 -1.855 -2.500 0.10
H -5.881 -0.478 -1.383 0.11
H -7.309 0.605 -2.830 0.07
C -4.546 -5.225 -3.895 -0.09
C -5.124 -5.377 -2.501 -0.32
O -4.081 -5.390 -1.526 -0.09
H -3.856 -6.041 -4.113 0.08
H -5.337 -5.221 -4.647 0.07
H -3.978 -4.294 -3.979 0.07
H -5.672 -6.315 -2.416 0.12
H -5.811 -4.555 -2.275 0.09
H -3.605 -4.555 -1.598 0.07
C 6.161 -2.244 0.188 -0.09
C 5.510 -2.381 1.552 -0.32
O 6.493 -2.397 2.584 -0.09
H 6.854 -3.066 0.010 0.07
H 5.409 -2.239 -0.604 0.06
H 6.741 -1.322 0.126 0.06
H 4.949 -3.313 1.618 0.11
H 4.820 -1.549 1.736 0.09
H 6.982 -1.569 2.533 0.08
C -8.745 -4.061 -6.213 -0.09
C -9.313 -4.212 -4.814 -0.31
O -8.269 -4.227 -3.844 -0.10
H -8.057 -4.879 -6.435 0.07
H -9.540 -4.058 -6.960 0.07
H -8.178 -3.131 -6.301 0.07
H -9.859 -5.150 -4.723 0.11
H -9.998 -3.389 -4.585 0.11
H -7.790 -3.393 -3.917 0.06
C -6.891 3.058 -0.999 -0.09
C -7.275 4.437 -1.506 -0.31
O -6.360 5.419 -1.039 -0.08
H -6.872 3.044 0.093 0.08
H -7.599 2.301 -1.348 0.06
H -5.888 2.787 -1.341 0.06
H -8.266 4.713 -1.147 0.11
H -7.287 4.455 -2.601 0.11
H -5.484 5.179 -1.366 0.06
C 9.877 -0.297 -2.251 -0.09
C 9.914 -0.699 -0.789 -0.32
O 9.122 -1.863 -0.563 -0.10
H 8.851 -0.103 -2.567 0.07
H 10.475 0.599 -2.427 0.07
H 10.260 -1.102 -2.883 0.07
H 9.512 0.098 -0.163 0.11
H 10.942 -0.903 -0.470 0.11
H 9.484 -2.571 -1.108 0.09

=====

[2]
178
Properties=species:S:1:pos:R:3:lowdin_charge:R:1 method="wB97M-V/def2-TZVPD" e_above_lowest_ev=1.3840 smiles="COC[C@H](C)N.COC[C@H](C)N.COC[C@H](C)N.COC[C@H](C)N.COC[C@H](C)N.COC[C@H](C)N.COC[C@H](C)N.COC[C@H](C)N.COC[C@H](C)N.COC[C@H](C)N.NC(N)=O" max_force_ev_per_a=3.057 lumo_energy_ev=0.400 homo_lumo_gap_ev=8.8
C -7.788 -1.740 -22.286 -0.09
O -7.995 -0.635 -21.425 -0.17
C -7.061 0.392 -21.455 -0.24
C -7.097 1.250 -20.186 -0.41
C -6.505 2.653 -20.394 -0.05
N -6.384 0.587 -19.080 0.05
H -6.824 -1.703 -22.794 0.08
H -8.600 -1.739 -23.016 0.09
H -7.893 -2.661 -21.712 0.08
H -6.026 0.034 -21.565 0.12
H -7.268 1.074 -22.298 0.13
H -8.151 1.361 -19.918 0.14
H -6.615 3.288 -19.520 0.07
H -7.096 3.070 -21.215 0.07
H -5.474 2.638 -20.752 0.07
H -6.597 -0.404 -19.152 0.07
H -5.385 0.681 -19.257 0.05
C 1.641 -0.142 -13.152 -0.08
O 2.857 -0.837 -13.023 -0.15
C 2.818 -2.214 -12.824 -0.23
C 2.467 -2.781 -11.456 -0.39
C 1.058 -2.459 -10.886 -0.06
N 3.425 -2.255 -10.463 0.01
H 0.946 -0.615 -13.854 0.07
H 1.923 0.854 -13.490 0.08
H 1.115 -0.038 -12.198 0.06
H 2.156 -2.767 -13.508 0.11
H 3.805 -2.616 -13.053 0.10
H 2.684 -3.851 -11.441 0.14
H 0.990 -2.842 -9.867 0.07
H 0.303 -2.955 -11.510 0.07
H 0.780 -1.411 -10.778 0.05
H 3.405 -1.231 -10.438 0.07
H 3.096 -2.351 -9.504 0.06
C -1.647 1.499 -11.779 -0.09
O -2.473 0.411 -12.123 -0.22
C -2.843 -0.490 -11.117 -0.22
C -3.688 -1.604 -11.785 -0.41
C -2.867 -2.301 -12.862 -0.06
N -4.855 -0.993 -12.422 0.05
H -0.966 1.189 -10.985 0.08
H -2.218 2.388 -11.479 0.09
H -1.183 1.867 -12.696 0.08
H -1.977 -0.914 -10.590 0.11
H -3.484 0.011 -10.377 0.12
H -3.967 -2.316 -11.005 0.13
H -3.339 -3.274 -13.006 0.07
H -1.829 -2.521 -12.598 0.07
H -2.853 -1.698 -13.767 0.06
H -5.459 -0.485 -11.786 0.07
H -4.422 -0.276 -13.000 0.04
C 1.612 3.450 -15.306 -0.10
O 1.607 3.981 -16.619 -0.23
C 2.596 3.320 -17.387 -0.20
C 2.702 3.922 -18.793 -0.41
C 1.339 3.846 -19.507 -0.05
N 3.714 3.166 -19.550 0.04
H 1.285 2.404 -15.259 0.07
H 0.794 3.921 -14.748 0.09
H 2.553 3.648 -14.795 0.10
H 3.627 3.466 -17.046 0.13
H 2.306 2.269 -17.458 0.10
H 2.973 4.977 -18.728 0.14
H 1.036 2.807 -19.638 0.07
H 1.288 4.387 -20.454 0.08
H 0.644 4.415 -18.878 0.05
H 3.883 3.590 -20.458 0.07
H 3.221 2.322 -19.844 0.05
C -4.361 -2.160 -19.287 -0.08
O -3.646 -1.368 -20.219 -0.22
C -3.170 -2.068 -21.339 -0.20
C -2.098 -1.261 -22.058 -0.45
C -2.587 -0.067 -22.836 -0.06
N -1.426 -2.179 -22.977 0.04
H -5.336 -2.298 -19.792 0.09
H -4.716 -1.575 -18.437 0.08
H -3.842 -3.092 -19.064 0.07
H -2.694 -3.010 -21.031 0.12
H -4.025 -2.340 -21.973 0.13
H -1.436 -0.858 -21.281 0.11
H -1.753 0.422 -23.348 0.08
H -3.113 0.714 -22.288 0.07
H -3.232 -0.412 -23.651 0.08
H -0.926 -2.924 -22.503 0.06
H -0.712 -1.699 -23.514 0.07
C -0.957 -1.755 -16.114 -0.06
O -0.927 -0.746 -17.103 -0.24
C -1.255 0.570 -16.641 -0.17
C -1.448 1.411 -17.849 -0.42
C -1.676 2.884 -17.455 -0.05
N -2.623 1.015 -18.614 0.07
H -0.555 -2.693 -16.495 0.07
H -1.991 -1.981 -15.834 0.07
H -0.344 -1.389 -15.285 0.07
H -2.193 0.548 -16.075 0.12
H -0.435 0.869 -15.980 0.12
H -0.575 1.486 -18.512 0.12
H -0.730 3.264 -17.056 0.05
H -2.493 3.036 -16.745 0.06
H -1.979 3.517 -18.291 0.08
H -2.703 1.240 -19.598 0.07
H -2.771 0.010 -18.681 0.05
C 1.344 -5.072 -16.369 -0.10
O 2.751 -5.129 -16.537 -0.19
C 3.420 -4.325 -15.598 -0.24
C 4.921 -4.295 -15.888 -0.42
C 5.731 -3.491 -14.897 -0.05
N 5.102 -3.776 -17.258 0.04
H 1.120 -5.186 -15.309 0.09
H 0.896 -5.869 -16.963 0.07
H 1.002 -4.168 -16.886 0.06
H 2.975 -3.321 -15.640 0.12
H 3.322 -4.690 -14.563 0.12
H 5.237 -5.331 -16.059 0.14
H 6.800 -3.540 -15.097 0.08
H 5.565 -3.718 -13.845 0.07
H 5.447 -2.444 -15.053 0.07
H 4.439 -4.205 -17.897 0.06
H 4.740 -2.821 -17.237 0.04
C -3.960 4.483 -14.326 -0.12
O -4.914 3.625 -13.735 -0.19
C -5.107 2.326 -14.257 -0.21
C -5.419 2.232 -15.731 -0.45
C -6.892 2.584 -15.979 -0.04
N -5.154 0.908 -16.237 0.06
H -4.289 4.751 -15.336 0.08
H -2.950 4.085 -14.226 0.08
H -3.982 5.454 -13.830 0.08
H -4.164 1.792 -14.046 0.11
H -5.850 1.793 -13.661 0.13
H -4.789 2.967 -16.252 0.11
H -7.608 2.032 -15.372 0.08
H -7.127 2.592 -17.041 0.05
H -7.003 3.612 -15.611 0.08
H -5.470 0.797 -17.196 0.01
H -4.182 0.633 -16.274 0.03
C -4.411 -5.751 -19.971 -0.09
O -3.612 -5.535 -18.826 -0.22
C -3.950 -6.300 -17.705 -0.23
C -3.257 -5.815 -16.425 -0.38
C -3.904 -4.483 -15.962 -0.04
N -1.815 -5.543 -16.698 0.04
H -5.373 -5.263 -19.762 0.09
H -4.676 -6.797 -20.144 0.09
H -3.990 -5.285 -20.857 0.08
H -5.036 -6.331 -17.524 0.13
H -3.764 -7.370 -17.884 0.12
H -3.259 -6.526 -15.599 0.14
H -3.308 -4.022 -15.179 0.05
H -4.900 -4.722 -15.587 0.08
H -3.975 -3.799 -16.808 0.06
H -1.293 -6.404 -16.822 0.06
H -1.910 -5.117 -17.620 0.06
C 4.126 0.158 -16.949 -0.11
O 3.551 -0.897 -17.674 -0.19
C 2.401 -0.487 -18.392 -0.20
C 1.829 -1.627 -19.180 -0.42
C 2.595 -2.063 -20.430 -0.04
N 0.480 -1.202 -19.616 0.06
H 4.669 0.889 -17.559 0.09
H 4.933 -0.264 -16.345 0.08
H 3.413 0.654 -16.285 0.08
H 1.708 -0.069 -17.649 0.12
H 2.652 0.327 -19.088 0.12
H 1.724 -2.515 -18.541 0.13
H 2.721 -1.135 -21.005 0.08
H 1.987 -2.660 -21.109 0.07
H 3.584 -2.486 -20.275 0.08
H -0.027 -1.874 -20.171 0.05
H -0.031 -1.001 -18.757 0.04
N -2.330 7.403 -16.299 0.16
C -1.416 6.530 -15.780 -0.67
N -0.595 5.976 -16.706 0.17
O -1.305 6.246 -14.587 0.01
H -2.369 7.515 -17.292 0.09
H -3.068 7.722 -15.700 0.10
H -0.782 5.978 -17.691 0.09
H 0.121 5.351 -16.375 0.06

=====

[3]
93
Properties=species:S:1:pos:R:3:lowdin_charge:R:1 method="wB97M-V/def2-TZVPD" e_above_lowest_ev=0.0000 max_force_ev_per_a=2.365 lumo_energy_ev="-1.215 / -0.517" homo_lumo_gap_ev="7.0 / 7.7" multiplicity=7
Eu -1.905 -1.620 0.805 1.65
N -0.946 -2.673 -3.708 0.06
C -0.989 -2.469 -2.357 -0.92
S -1.866 -1.037 -1.878 0.48
N -0.374 -3.368 -1.671 -0.03
N -0.246 -3.035 -0.357 -0.13
C 0.606 -3.808 0.209 -0.07
C 1.032 -3.864 1.615 -0.16
C 1.907 -4.858 1.983 -0.05
C 2.246 -5.011 3.301 -0.09
C 1.770 -4.098 4.244 -0.06
C 0.841 -3.099 3.904 0.00
C 0.467 -2.976 2.564 -0.37
O -0.399 -2.023 2.251 -0.38
H -1.673 -2.201 -4.218 0.07
H -0.766 -3.606 -4.039 0.10
H 1.062 -4.542 -0.429 0.12
H 2.236 -5.575 1.251 0.12
H 2.942 -5.744 3.582 0.09
H 2.111 -4.164 5.262 0.10
H 0.509 -2.422 4.654 0.09
Br -2.787 -0.085 3.385 0.72
C -1.072 0.462 3.981 -0.97
Br -0.102 1.271 2.505 0.70
H -0.477 -0.338 4.318 -0.03
H -1.225 1.265 4.723 0.02
O -7.422 -3.146 -1.375 0.13
C -7.222 -1.834 -1.574 -0.48
O -7.918 -1.190 -2.320 0.10
C -6.120 -1.266 -0.761 -0.04
C -5.996 0.106 -0.579 -0.56
Cl -6.900 1.470 -1.037 0.82
N -4.890 0.336 0.167 -0.08
N -4.344 -0.815 0.523 -0.01
C -5.042 -1.773 -0.039 -0.16
C -4.578 -3.208 0.209 -0.54
O -5.327 -4.143 0.020 0.10
O -3.397 -3.255 0.741 -0.20
C -4.363 1.563 0.769 -0.24
C -3.175 2.123 0.284 -0.04
C -2.642 3.220 0.920 -0.10
C -3.241 3.758 2.063 -0.06
C -4.498 3.285 2.480 -0.06
C -5.076 2.181 1.818 -0.04
H -6.742 -3.543 -0.813 0.05
H -2.692 1.662 -0.588 0.10
H -1.706 3.642 0.564 0.08
H -2.693 4.552 2.612 0.12
H -4.970 3.651 3.367 0.10
H -5.985 1.746 2.233 0.12
F 7.280 -1.836 1.600 0.16
C 6.567 -0.927 2.255 -0.61
F 7.297 0.188 2.377 0.15
F 6.407 -1.433 3.493 0.14
C 5.284 -0.644 1.540 -0.10
C 5.328 0.197 0.408 0.00
C 4.183 0.510 -0.255 -0.07
C 2.940 0.060 0.213 -0.36
C 2.898 -0.838 1.280 -0.07
C 4.067 -1.155 1.980 0.02
P 1.331 0.557 -0.522 1.06
C 1.303 2.412 -0.272 -0.41
C 0.428 3.134 -1.062 -0.13
C 0.265 4.480 -0.835 -0.02
C 1.067 5.079 0.160 -0.11
C 1.938 4.398 0.980 0.00
C 2.066 3.032 0.727 -0.11
C 0.898 6.584 0.320 -0.61
F -0.112 6.887 1.163 0.13
F 0.606 7.184 -0.847 0.13
F 1.951 7.199 0.810 0.17
C 1.625 0.432 -2.364 -0.34
C 1.943 1.548 -3.160 -0.07
C 2.105 1.325 -4.497 -0.01
C 2.137 0.026 -5.004 -0.11
C 1.805 -1.041 -4.208 -0.01
C 1.507 -0.831 -2.903 -0.12
C 2.519 -0.105 -6.441 -0.60
F 2.861 -1.400 -6.783 0.10
F 1.495 0.156 -7.243 0.16
F 3.505 0.686 -6.800 0.17
H 6.324 0.569 0.143 0.13
H 4.172 1.125 -1.127 0.11
H 1.974 -1.325 1.475 0.06
H 3.975 -1.756 2.848 0.11
H -0.223 2.588 -1.748 0.12
H -0.383 5.089 -1.470 0.14
H 2.555 4.889 1.708 0.12
H 2.840 2.475 1.256 0.11
H 2.069 2.518 -2.768 0.09
H 2.292 2.160 -5.168 0.13
H 1.757 -2.071 -4.587 0.13
H 1.192 -1.631 -2.235 0.08